1.
A structure of composition C20H24F3N2 in a non-equilibrium geometry. Source: OMol25; level of theory: wB97M-V/def2-TZVPD.

Each line ends with the natural charge from an NBO analysis.
Atoms and positions in Å:
C1 -1.057 0.839 -2.714  -0.323
C2 2.597 -2.002 3.451  -0.175
H1 -2.282 1.399 -0.803  0.258
H2 -1.991 -0.335 -0.043  0.218
C3 -4.677 0.229 -3.535  -0.213
H3 -0.671 2.373 0.798  0.210
C4 0.679 0.106 -1.126  -0.294
H4 2.229 -3.093 3.806  0.214
H5 0.547 -0.974 -1.096  0.254
H6 2.120 0.420 0.441  0.197
H7 4.907 1.877 2.937  0.252
N1 -0.491 1.129 -1.510  -0.369
H8 -3.351 2.136 -3.297  0.202
H9 1.442 1.866 0.149  0.220
H10 -1.604 1.118 1.856  0.274
H11 3.119 2.657 3.524  0.246
H12 -3.718 -2.981 -3.394  0.270
C5 -1.335 0.736 -0.392  -0.318
H13 0.065 -0.321 1.273  0.441
C6 4.180 -0.615 3.306  -0.175
H14 -1.181 1.746 -3.123  0.240
H15 -0.214 0.586 -3.421  0.236
H16 1.362 0.361 -1.859  0.224
C7 3.851 -1.800 3.617  -0.185
H17 3.433 2.294 1.844  0.208
C8 1.587 -1.182 3.291  -0.218
F1 -1.554 -3.387 -3.114  -0.388
C9 1.888 0.154 3.159  -0.125
C10 -1.366 -1.995 -2.778  0.993
C11 -3.472 -1.916 -3.506  -0.098
N2 0.428 0.644 1.224  -0.388
H18 -5.643 -1.432 -3.836  0.190
H19 0.022 0.887 3.562  0.210
C12 -2.207 0.196 -3.085  -0.034
H20 0.600 -1.504 3.239  0.210
H21 -5.550 0.933 -3.774  0.240
C13 -3.446 0.811 -3.126  -0.134
H22 1.073 2.080 2.553  0.242
C14 -4.863 -1.110 -3.418  -0.132
C15 -2.489 -1.254 -3.150  -0.238
C16 -0.851 1.170 0.944  -0.254
H23 4.759 -2.594 3.970  0.252
F2 -1.102 -2.467 -1.503  -0.357
C17 3.210 0.445 2.979  -0.007
C18 0.994 1.041 2.503  -0.187
F3 -0.201 -1.769 -3.228  -0.287
H24 5.170 -0.183 3.437  0.215
C19 1.389 0.841 0.071  -0.152
C20 3.665 1.839 2.897  -0.664

Properties
Multiplicity: 1
Highest occupied orbital energy in eV: -12.1856
Relative energy (zero: lowest compared OMol25 entry of this formula, charge and spin) in kJ/mol: 1445.37
Total charge: +1

2.
A structure of composition C20H24FNOP2Pr in a non-equilibrium geometry. Source: OMol25; level of theory: wB97M-V/def2-TZVPD.

Each line ends with the Mulliken charge.
Atoms and positions in Å:
H1 -1.472 -1.964 3.485  0.765
C1 -1.336 0.276 1.269  1.110
C2 0.350 -1.405 0.970  0.864
H2 1.486 -2.369 -2.128  0.689
H3 -0.797 -1.394 4.194  1.271
C3 -2.260 1.044 0.518  -0.131
C4 -0.808 2.020 -3.381  -1.335
P1 2.506 -0.250 -1.630  0.548
H4 -1.530 2.748 -3.779  0.450
H5 4.184 -1.931 -2.197  0.375
H6 2.182 -3.905 -0.423  0.452
P2 -0.654 2.202 -1.566  0.902
C5 0.639 -3.207 2.545  -1.068
N1 -0.073 -0.070 0.689  0.134
H7 0.240 -1.131 -1.784  0.219
H8 -4.392 1.790 3.056  0.383
C6 1.058 -2.122 -0.027  -0.115
O1 1.178 0.544 3.100  -0.176
H9 -1.119 1.000 -3.649  0.372
C7 1.190 -1.568 -1.441  -0.983
H10 -1.955 4.170 -2.194  0.424
H11 3.318 0.687 -3.683  0.385
C8 1.411 -3.889 1.606  -1.050
C9 0.627 -0.010 3.977  -0.370
H12 -2.963 0.129 4.256  0.486
C10 -3.559 1.310 2.552  -1.045
H13 -3.999 2.288 0.668  0.423
H14 4.861 -0.536 -1.303  0.389
H15 0.472 -3.650 3.528  0.506
C11 -0.755 -1.195 3.183  -0.527
H16 -1.987 0.201 -1.468  0.528
C12 -1.330 3.887 -1.336  -1.301
Pr1 1.297 1.443 0.542  1.482
C13 -2.747 0.398 3.221  -1.054
C14 -2.103 1.192 -0.994  -1.154
C15 4.016 -1.235 -1.364  -1.218
C16 2.536 -0.045 -3.442  -1.179
H17 1.873 -4.851 1.839  0.377
C17 -1.642 -0.160 2.560  -0.414
H18 -2.997 1.683 -1.398  0.519
H19 1.574 0.338 -3.807  0.238
H20 2.773 -0.999 -3.935  0.409
H21 3.959 -1.790 -0.421  0.383
H22 -0.478 4.576 -1.259  0.357
H23 -1.903 3.950 -0.403  0.341
C18 1.603 -3.353 0.328  -0.555
H24 0.179 2.217 -3.824  0.373
C19 0.092 -1.957 2.224  -0.092
F1 0.588 3.285 1.318  -0.648
C20 -3.330 1.609 1.207  -0.737

Properties
Multiplicity: 3
Highest occupied orbital energy (alpha / beta) in eV: -10.6465 / -10.6443
Relative energy (zero: lowest compared OMol25 entry of this formula, charge and spin) in kJ/mol: 105.30
Total charge: +1

3.
An isolated molecule of C20H24FNOS in a non-equilibrium geometry. Source: OMol25; level of theory: wB97M-V/def2-TZVPD.

Each line ends with the natural charge from an NBO analysis.
Atoms and positions in Å:
H1 -1.429 0.212 -6.053  0.221
C1 -1.171 -1.110 1.410  -0.193
N1 0.089 -1.030 -3.012  -0.479
H2 1.583 -2.650 -2.569  0.165
C2 -0.537 -3.478 -2.784  -0.627
H3 -0.390 1.195 -4.941  0.202
C3 1.114 -0.483 1.605  -0.037
C4 1.120 2.745 4.641  -0.226
H4 -2.160 -0.835 1.481  0.198
O1 1.816 0.953 3.261  -0.500
C5 -0.184 -0.092 1.437  -0.009
C6 -0.807 3.998 4.165  0.378
C7 2.151 0.483 1.993  -0.095
H5 -1.695 1.385 1.385  0.231
H6 -1.260 -0.110 -1.082  0.249
H7 0.935 0.794 -3.073  0.197
C8 -0.115 2.262 2.603  -0.098
H8 1.338 -0.051 -1.638  0.199
H9 0.652 -3.846 1.490  0.207
H10 0.779 -0.886 -5.065  0.163
C9 1.369 -1.872 1.598  -0.197
H11 -1.686 -3.219 1.432  0.221
C10 -0.934 -2.487 1.208  -0.224
H12 3.043 -0.104 2.168  0.198
S1 0.005 1.955 -0.207  0.190
H13 -0.335 -3.882 -3.739  0.198
C11 0.301 3.766 4.988  -0.242
H14 2.318 1.294 1.294  0.208
C12 -0.942 3.344 2.982  -0.258
C13 -0.660 0.773 -1.445  -0.558
H15 -1.572 -3.187 -2.798  0.213
C14 0.430 0.155 -2.275  -0.232
C15 -1.043 0.286 -5.033  -0.627
C16 -0.155 -0.937 -4.518  -0.196
H16 -0.523 -4.372 -2.207  0.216
H17 -0.588 -1.816 -4.846  0.192
H18 -1.893 0.486 -4.360  0.207
H19 -1.775 3.592 2.376  0.223
C17 0.420 -2.845 1.383  -0.197
C18 0.915 1.972 3.453  0.302
H20 2.280 -2.177 1.973  0.202
H21 0.297 4.455 5.763  0.228
C19 0.433 -2.351 -2.431  -0.207
F1 -1.697 4.796 4.760  -0.320
C20 -0.608 1.387 1.418  -0.347
H22 1.925 2.402 5.287  0.230
H23 0.183 -2.207 -1.382  0.211
H24 -1.341 1.337 -2.093  0.223

Properties
Multiplicity: 1
SMILES string: CCN(CC)CCS[C@H]1c2ccccc2COc2ccc(F)cc21
Highest occupied orbital energy in eV: -7.9943
Relative energy (zero: lowest compared OMol25 entry of this formula, charge and spin) in kJ/mol: 199.06

4.
The ion C20H24N with charge +1 in a non-equilibrium geometry. Source: OMol25; level of theory: wB97M-V/def2-TZVPD.

Each line ends with the natural charge from an NBO analysis.
Atoms and positions in Å:
H1 4.931 -0.113 -1.412  0.207
C1 3.878 2.369 1.354  -0.190
H2 -3.313 -1.608 0.085  0.214
C2 0.527 -2.385 -0.135  0.103
H3 1.716 0.592 -0.943  0.262
H4 -6.322 1.704 -0.302  0.227
H5 2.879 -3.025 -0.635  0.246
H6 -5.323 0.701 -2.276  0.218
H7 -2.764 0.018 1.940  0.227
H8 3.254 -1.484 -1.612  0.239
C3 -0.852 -2.190 -0.020  -0.252
H9 -5.372 -0.244 1.227  0.208
C4 4.795 2.798 0.287  -0.187
C5 -2.899 -0.623 -0.176  -0.251
C6 3.477 1.014 1.358  -0.208
C7 2.894 -1.947 -0.699  -0.215
H10 -4.902 1.433 1.931  0.227
H11 -5.590 -0.568 -1.109  0.197
H12 -0.630 1.241 -0.450  0.261
C8 3.540 -1.288 0.406  -0.061
C9 4.667 0.561 -0.656  -0.196
C10 -4.712 0.718 1.083  -0.394
H13 -2.958 0.778 -1.789  0.193
C11 -1.354 -0.926 -0.298  0.154
C12 -0.369 0.143 -0.420  -0.236
H14 -2.516 1.219 0.614  0.194
H15 -1.488 -3.092 0.161  0.262
C13 5.083 1.907 -0.745  -0.200
C14 3.440 -1.873 1.689  -0.317
H16 5.087 3.856 0.249  0.230
N1 1.407 -1.473 -0.606  -0.275
H17 3.696 3.129 2.114  0.235
C15 -3.104 0.353 0.937  -0.402
H18 0.940 -3.333 0.148  0.225
H19 3.061 -2.854 1.895  0.190
C16 -3.508 -0.106 -1.515  -0.398
H20 5.678 2.258 -1.569  0.228
C17 -4.985 0.300 -1.356  -0.392
C18 3.915 0.135 0.399  -0.114
H21 2.664 0.772 2.073  0.224
H22 -4.646 2.188 -0.540  0.192
C19 0.958 -0.209 -0.741  0.064
C20 -5.238 1.355 -0.259  -0.402
H23 -3.399 -0.705 -2.403  0.228
H24 3.759 -1.496 2.716  0.233

Properties
Multiplicity: 1
SMILES string: C=C(C[n+]1ccc(C2CCCCC2)cc1)c1ccccc1
Highest occupied orbital energy in eV: -11.8717
Relative energy (zero: lowest compared OMol25 entry of this formula, charge and spin) in kJ/mol: 221.14
Total charge: +1